Entry 1:
Entry from OMol25: one molecule with the formula C7H10 (ωB97M-V/def2-TZVPD).

For the relative energy (zero: lowest compared OMol25 entry of this formula, charge and spin), the calculation gives 55.2 kcal per mole. The net charge is 0. For the gap between HOMO and LUMO, the calculation gives 10.46 eV. As for the energy: -7418.6425 eV.

Geometry (Å):
1 C -1.6265 -0.7986 -1.9601
2 C -0.7799 -0.6379 -1.1177
3 C 0.2586 -0.3867 -0.1336
4 C -0.1971 0.2532 1.1725
5 C -1.1317 1.4420 0.9739
6 C 1.6116 -0.0079 -0.7032
7 C 1.4174 -1.3527 -0.0727
8 H -2.3618 -0.9123 -2.7273
9 H 0.6988 0.5656 1.7242
10 H -0.6901 -0.5070 1.7919
11 H -0.6916 2.1827 0.2978
12 H -1.3484 1.9353 1.9265
13 H -2.0791 1.1144 0.5358
14 H 1.6930 0.0392 -1.7848
15 H 2.1860 0.7439 -0.1663
16 H 1.8545 -1.5264 0.9082
17 H 1.3828 -2.2283 -0.7128

Entry 2:
Entry from OMol25: one molecule with the formula C7H10 in a non-equilibrium geometry (ωB97M-V/def2-TZVPD).

For the relative energy (zero: lowest compared OMol25 entry of this formula, charge and spin), the calculation gives 124.9 kcal per mole. The net charge is 0. For the gap between HOMO and LUMO (alpha / beta), the calculation gives 8.65 / 6.73 eV. As for the energy: -7415.6181 eV.

Geometry (Å):
1 C -3.1154 -0.8044 0.0979
2 C -2.3683 0.0736 0.4286
3 C -0.2571 0.9550 -0.6064
4 C -1.4197 1.1006 0.4676
5 C 0.8791 0.0501 -0.2123
6 C 0.7246 -1.3809 -0.3230
7 C 2.0616 0.5609 0.4744
8 H -3.7077 -1.6692 -0.1157
9 H -0.9238 0.6918 -1.4680
10 H 0.0699 1.9071 -1.0040
11 H -1.3636 1.6755 1.4030
12 H 0.0679 -1.6134 -1.1191
13 H 0.3057 -1.9500 0.5411
14 H 1.6652 -1.9722 -0.4069
15 H 2.8092 1.0181 -0.3471
16 H 2.7175 -0.1262 1.1071
17 H 1.8549 1.4836 1.0829

Entry 3:
Entry from OMol25: a 2-piece molecular cluster, C7H10 overall (ωB97M-V/def2-TZVPD).

For the relative energy (zero: lowest compared OMol25 entry of this formula, charge and spin), the calculation gives 118.3 kcal per mole. The net charge is 0. For the gap between HOMO and LUMO, the calculation gives 8.31 eV. As for the energy: -7415.9061 eV.

Geometry (Å):
1 C -1.4233 -1.4715 0.5108
2 C -0.2081 -1.7394 -0.3915
3 C -1.3554 -0.7547 -0.7748
4 C -0.9963 0.6831 -0.7740
5 C 0.1029 1.1215 -0.1633
6 C 1.1007 0.1675 0.4462
7 C 1.0834 -1.2684 0.0300
8 H -2.1013 -2.3131 0.6165
9 H -1.2550 -0.9016 1.4203
10 H -0.2493 -2.7127 -0.8775
11 H -2.0087 -1.1039 -1.5705
12 H -1.6712 1.3700 -1.2800
13 H 0.3482 2.1822 -0.1604
14 H 2.5968 3.3402 0.6640
15 H 2.1195 0.5669 0.3617
16 H 0.9554 0.0853 1.5415
17 H 2.9616 2.7485 0.4010